Record 1
DFT (ωB97M-V with the def2-TZVPD basis set) results for a cluster of 3 separate species, C4H7BrNO2 in total.

Each line ends with the natural charge from an NBO analysis.
Cartesian coordinates (Å):
C (-1.348, 0.275, -2.013)  0.84
C (1.070, -1.248, 0.087)  -0.51
C (0.111, 0.730, 1.274)  -0.77
C (0.182, -0.362, 0.360)  0.27
N (-1.449, -0.340, -0.853)  -0.73
O (-0.455, 1.252, -2.046)  -0.68
O (-2.183, 0.156, -2.859)  -0.67
Br (2.709, -0.014, 3.335)  -0.90
H (0.997, -2.129, -0.651)  0.23
H (1.931, -1.350, 0.933)  0.30
H (-0.058, 1.248, -1.221)  0.48
H (0.914, 0.528, 2.073)  0.33
H (-0.809, 0.820, 1.885)  0.24
H (0.262, 1.602, 0.684)  0.21
H (-1.875, -1.169, -0.989)  0.36

Atoms 1-6, force components in eV/Å:
C -1.1 1.3 0.6
C 2.4 -3.5 0.8
C -0.3 -0.2 2.1
C -3.3 -0.4 -2.1
N 4.7 1.6 4.1
O 0.0 1.1 -2.9

Summary:
- Multiplicity: 1
- Charge: -1

***

Record 2
DFT (ωB97M-V with the def2-TZVPD basis set) results for the molecule C8H6N2O2.

Each line ends with the natural charge from an NBO analysis.
Cartesian coordinates (Å):
C (1.848, 0.017, -0.399)  0.65
C (-0.030, 1.950, -1.790)  0.38
C (-0.770, 0.121, -0.406)  0.34
C (-1.947, -0.300, 0.168)  -0.27
C (-1.873, -1.125, 1.280)  -0.16
C (-0.689, -1.553, 1.896)  -0.24
C (0.490, -1.070, 1.337)  -0.12
C (0.483, -0.296, 0.157)  -0.23
H (2.957, 1.214, -1.588)  0.41
H (-0.623, 2.822, -2.092)  0.18
H (-2.908, -0.042, -0.245)  0.24
H (-2.787, -1.468, 1.767)  0.21
H (-0.736, -2.223, 2.753)  0.23
H (1.449, -1.290, 1.783)  0.24
N (1.998, 0.965, -1.386)  -0.46
N (1.179, 2.065, -1.552)  -0.29
O (2.831, -0.603, -0.062)  -0.58
O (-0.871, 0.817, -1.621)  -0.52

Atoms 1-6, force components in eV/Å:
C -0.1 -0.3 -0.3
C -2.4 -0.6 0.8
C 1.7 -0.4 -0.5
C 0.2 -0.3 0.4
C -0.4 -0.7 1.1
C -0.2 0.9 -1.1

Summary:
- SMILES: O=C1NN=COc2ccccc21
- Multiplicity: 1
- Charge: 0

***

Ordered gap between HOMO and LUMO results: 7.92, 9.67; unit eV.
Ordered relative energy (zero: lowest compared OMol25 entry of this formula, charge and spin) results: 3.227, 1.992; unit eV.